Molecular formula: C58H39Cl5N4O4STeV
Method: DFT, wB97M-V/def2-TZVPD

Results
**Lowest unoccupied orbital energy (alpha / beta)**: 3.5 / 3.4 eV
**Charge**: -2
**DFT total energy**: -6664.589355 Ha
**Spin multiplicity**: 4
**Highest occupied orbital energy (alpha / beta)**: -0.429 / -0.945 eV
**HOMO-LUMO gap (alpha / beta)**: 0.144 / 0.158 Eh

```
113
Properties=species:S:1:pos:R:3:forces:R:3:mulliken_charge:R:1
V 19.99261 16.71773 13.10382 0.83 0.43 -2.01 -0.654
C 25.15612 11.28092 6.79622 -2.63 -1.29 -1.43 -0.893
O 24.12588 10.69674 7.66654 1.01 0.82 -0.52 -0.425
C 23.75277 11.48494 8.70694 0.74 1.90 0.69 0.277
C 24.26713 12.75590 8.94837 -0.11 -2.67 -0.88 -0.810
C 23.69886 13.55555 9.95565 -2.01 1.14 2.67 -0.819
C 22.51673 13.21267 10.58268 1.11 3.09 0.44 -0.061
C 22.01237 11.86435 10.56381 -1.16 -2.31 0.30 -0.311
C 22.77169 10.83558 9.66021 0.54 0.60 -0.18 0.254
C 21.73613 14.33438 11.32870 0.19 -0.30 -0.66 0.699
C 22.42885 15.16025 12.23715 -1.19 -0.97 -0.80 0.594
C 23.74822 14.96904 12.69476 0.29 1.38 0.90 -0.967
C 24.07575 16.20028 13.25141 1.46 0.60 -0.52 -0.762
C 22.98929 17.14118 12.99720 2.15 -1.52 0.26 -1.383
N 21.92019 16.42393 12.57629 0.82 -0.20 -0.48 0.597
C 23.12639 18.55710 13.03969 -3.34 -1.51 0.55 0.933
C 21.87684 19.19337 13.18210 -0.08 0.78 0.03 0.183
C 21.69446 20.62620 13.00860 -0.82 -0.23 -0.42 -2.215
C 20.38084 20.90900 13.23082 0.72 -1.19 0.67 -1.189
C 19.74023 19.67882 13.61129 -1.31 -0.75 1.16 -0.098
C 18.41067 19.51326 14.12765 0.76 0.72 -1.39 0.644
C 17.72630 20.78091 14.56640 -0.57 -0.49 0.20 0.090
C 16.31416 21.04220 14.35532 3.11 -2.66 -0.92 -0.641
C 15.76057 22.20658 14.72313 -0.45 1.82 0.29 -0.482
C 16.55139 23.28560 15.13283 2.61 -3.66 -0.39 0.437
O 16.13707 24.51502 15.19913 -1.47 3.21 0.18 -0.491
C 15.40567 25.01680 14.06850 1.59 0.10 0.03 -0.808
C 17.92180 23.01882 15.42446 -1.53 1.23 0.77 -0.434
C 18.47574 21.77395 15.23898 0.08 -0.44 0.21 -0.676
C 17.69440 18.29418 13.83703 -0.79 -0.17 0.22 0.586
N 18.16441 17.50221 12.78046 -1.08 -0.20 0.61 -0.332
C 17.14518 16.64742 12.42425 -0.53 1.14 0.09 -0.508
C 17.13198 15.91874 11.17895 0.89 0.15 1.30 0.766
C 15.86976 15.88902 10.43720 0.23 -0.66 1.30 0.436
C 15.46577 14.69262 9.84536 -0.87 0.66 -0.88 -0.806
C 14.31038 14.61018 9.08760 -0.70 0.94 0.59 -0.807
C 13.47436 15.77680 9.04297 1.78 -0.60 -0.85 0.790
O 12.36609 15.69008 8.26495 -0.75 0.57 -1.07 -0.491
C 12.06000 16.81872 7.40341 0.68 -2.62 -1.02 -0.868
C 13.88918 16.98334 9.60771 -1.36 0.32 0.66 -0.517
C 14.99435 16.96970 10.46462 0.35 1.24 -0.82 -0.488
C 18.33804 15.31011 10.80719 -0.33 1.58 -0.35 -0.490
C 18.54280 14.60623 9.56816 -0.29 0.14 0.54 -1.665
C 19.83081 14.19212 9.60858 0.83 0.05 1.13 -1.777
C 20.42823 14.68417 10.84981 0.84 -0.74 -0.73 0.069
N 19.54052 15.48829 11.51542 -1.32 -1.46 -0.89 1.662
C 16.05827 16.80528 13.31673 -0.25 0.25 -0.55 -0.276
C 16.38115 17.81309 14.21320 1.40 0.09 -0.76 -1.194
N 20.64059 18.60564 13.49705 1.00 1.45 -0.39 1.509
C 24.37134 19.24490 12.89820 1.67 0.71 0.27 -0.127
C 24.68935 20.35590 13.69890 0.55 0.23 -0.69 -0.326
C 25.87084 21.07098 13.47861 -0.53 0.44 0.65 -0.553
C 26.85091 20.64712 12.57888 -0.30 -0.39 1.08 0.665
O 28.03415 21.34833 12.64034 0.82 0.07 -0.63 -0.472
C 29.32812 20.68629 12.77720 -1.71 -0.08 0.14 -0.639
C 26.58760 19.50554 11.81446 -0.28 0.78 0.88 -0.837
C 25.38148 18.84856 11.98862 -0.73 -0.73 -0.08 -0.396
H 24.89832 10.72627 5.83056 1.09 0.61 1.14 0.274
H 26.13845 11.07326 7.19541 0.25 0.12 -0.02 0.293
H 24.95858 12.34683 6.56277 0.23 -0.56 0.51 0.337
H 25.03992 13.25194 8.37880 0.09 -0.44 -0.25 0.288
H 24.18929 14.50753 10.28421 -0.68 -0.74 -0.89 0.180
H 20.95469 11.78540 10.32718 -0.18 0.36 0.02 0.745
H 22.02115 10.16789 9.14806 1.07 0.84 0.17 0.403
H 24.37370 14.07234 12.63975 -0.54 0.43 0.00 0.656
H 25.06364 16.50866 13.69714 -1.21 -0.43 -0.57 0.343
H 22.42498 21.29099 12.58058 0.18 0.05 0.18 0.497
H 19.86822 21.82878 13.19482 -0.26 0.88 -0.23 0.863
H 15.79266 20.28993 13.74160 -0.05 0.33 0.81 0.288
H 14.70164 22.30641 14.65909 -0.71 0.34 -0.36 0.444
H 15.29913 26.06700 14.25883 -0.54 0.48 0.29 0.260
H 14.47554 24.50302 13.95382 -0.61 -0.17 -0.23 0.324
H 16.02389 24.98845 13.14433 -0.32 -0.55 0.45 0.306
H 18.43296 23.82479 15.97563 0.06 -0.40 -0.57 0.347
H 19.49753 21.62047 15.64716 -0.85 -0.25 -0.66 0.471
H 16.09840 13.86269 9.98812 0.50 -0.97 -0.03 0.836
H 14.04192 13.67381 8.57718 -0.14 0.61 0.29 0.363
H 11.50602 17.52889 7.93295 -0.80 1.34 0.70 0.340
H 11.44377 16.34513 6.60875 0.17 0.56 0.46 0.247
H 12.95108 17.24131 6.90747 -0.17 -0.12 0.52 0.352
H 13.22470 17.90335 9.45496 1.13 -1.38 0.49 0.140
H 15.27155 17.86556 11.05519 -0.18 -0.61 -0.62 0.347
H 17.75013 14.46655 8.82429 0.74 -0.01 0.28 0.682
H 20.35677 13.59873 8.89526 0.26 -0.27 -0.34 0.629
H 15.09176 16.29412 13.21073 0.62 0.15 0.26 0.438
H 15.77287 18.07797 15.04961 -0.10 0.50 0.34 0.580
H 24.05551 20.66521 14.52398 -0.18 -0.04 -0.29 0.510
H 25.99172 21.99740 14.07369 0.41 -0.74 -0.38 0.307
H 29.98430 21.30105 12.17331 0.39 -0.10 0.07 0.222
H 29.28166 19.64923 12.36502 0.17 0.72 0.55 0.297
H 29.59814 20.73436 13.86348 -0.02 -0.35 -0.95 0.210
H 27.29736 19.14076 11.11500 0.57 -0.33 -0.50 0.486
H 25.20462 17.91889 11.43523 0.01 0.46 0.02 0.434
Cl 17.62383 14.14835 14.09064 0.68 0.56 0.11 -0.052
C 18.53377 15.18061 15.18521 -0.39 0.52 0.76 0.548
C 19.76988 15.83264 14.87445 -0.45 -1.73 1.89 -0.129
C 20.59586 16.06413 16.00492 -0.02 0.03 -0.09 1.153
Cl 22.28815 16.49895 15.81071 -0.71 -0.03 0.04 -0.183
C 20.15884 15.92343 17.32573 -0.50 -0.01 -0.28 -0.045
Cl 21.22924 16.02638 18.69394 -0.17 0.10 -0.32 -0.221
C 18.79485 15.72334 17.53348 -0.98 -0.58 -0.48 0.111
Cl 18.15188 15.82928 19.15012 -0.04 -0.02 -0.24 -0.254
C 17.92852 15.33663 16.45827 2.45 0.81 0.31 -0.217
Cl 16.24199 15.25953 16.67673 -0.37 -0.42 0.24 -0.174
Te 20.74502 12.15390 13.59596 -0.19 -0.91 -0.67 -0.178
C 22.03000 11.14935 12.09123 -1.80 0.97 -0.13 -0.071
C 23.38546 11.24320 12.58537 2.36 0.05 0.31 -0.366
C 24.21690 10.52648 11.81440 0.59 1.83 0.87 -1.335
C 23.49963 9.91451 10.72361 -1.30 -2.80 -1.59 -0.005
S 21.98538 9.36810 11.57594 -0.84 0.17 0.61 -0.326
H 23.64396 11.86937 13.45201 -0.05 -0.33 -0.60 0.559
H 25.27781 10.51080 11.86012 0.80 -0.02 0.22 0.366
H 23.97458 9.01094 10.29185 -0.03 0.68 -0.13 0.572
```
Positions in Å, forces in eV/Å.